Here is a cluster of 8 separate species, C32H54N8 in total at a distorted geometry from the Open Molecules 2025 dataset. Energies are from the ωB97M-V functional and the def2-TZVPD basis.

Its energy relative to the best compared isomer or geometry (same formula, charge and spin) is 0.0 kcal per mole. The calculation puts the HOMO-LUMO gap at 8.6 eV. The calculation puts the LUMO energy at 0.0095 Eh. Its SMILES is c1cc[nH]c1.CCCC#N.CCCC#N.CCCC#N.CCCC#N.CCCC#N.CCCC#N.CCCC#N.

Each line ends with the Mulliken charge.
Positions of all 94 atoms, in Å:
N 16.243 -15.029 -17.967  -0.407
C 23.695 -23.362 -13.887  -0.114
C 21.844 -22.566 -21.724  0.209
C 17.229 -18.364 -17.965  -0.467
H 23.370 -18.405 -21.913  0.343
C 25.105 -17.110 -12.525  -0.517
H 24.052 -18.323 -18.016  0.270
C 25.838 -24.380 -13.035  0.103
H 26.862 -19.833 -24.087  0.340
C 25.960 -18.278 -14.636  -0.624
N 22.784 -16.727 -13.626  -0.422
H 17.875 -20.488 -17.825  0.391
H 25.344 -16.222 -11.929  0.322
C 27.409 -18.666 -22.476  0.238
H 24.493 -17.354 -22.762  0.411
C 24.677 -24.528 -13.895  -0.349
H 16.482 -18.560 -17.192  0.282
C 20.583 -22.426 -21.018  0.245
N 28.929 -22.488 -19.949  -0.475
H 22.297 -24.421 -20.766  0.327
N 23.230 -18.875 -17.823  0.256
H 22.939 -19.577 -19.795  0.206
H 22.255 -24.526 -15.033  0.410
C 26.425 -20.998 -18.096  0.437
H 28.329 -19.939 -18.372  -0.084
N 28.189 -18.391 -21.671  -0.412
H 28.784 -17.534 -19.244  0.024
C 21.571 -24.897 -22.767  -1.170
H 24.925 -18.083 -21.220  0.185
C 27.965 -20.932 -18.093  0.061
H 18.255 -17.007 -16.622  0.301
C 21.781 -20.514 -18.145  -0.211
C 22.737 -19.749 -18.750  -0.425
H 25.127 -20.352 -22.434  0.243
C 25.038 -19.410 -22.970  -0.152
H 27.119 -17.614 -12.906  0.326
H 28.369 -21.187 -17.114  0.396
H 24.154 -25.460 -13.681  0.362
H 21.718 -22.174 -22.735  0.336
C 25.876 -21.985 -17.066  -1.138
H 23.219 -23.398 -15.979  0.168
C 18.264 -19.483 -18.030  -0.907
H 28.295 -16.409 -16.809  0.196
C 24.421 -18.273 -22.173  -1.140
H 25.135 -17.898 -15.247  0.085
H 25.681 -19.262 -14.264  0.310
C 28.523 -21.827 -19.108  0.051
H 20.532 -25.032 -22.472  0.325
H 24.422 -19.503 -23.870  0.258
H 22.092 -25.845 -22.894  0.353
C 16.967 -15.905 -17.827  0.082
C 21.775 -20.150 -16.769  -1.188
H 21.837 -22.872 -14.894  0.210
C 28.783 -15.440 -18.671  -0.589
C 22.698 -23.522 -15.033  -0.954
H 19.058 -19.329 -17.297  0.111
H 25.048 -17.928 -11.805  0.297
H 25.062 -24.627 -14.918  0.229
C 26.269 -17.300 -13.513  -0.604
H 23.229 -23.295 -12.903  0.437
H 22.615 -21.993 -21.207  -0.163
H 21.153 -21.253 -18.612  0.473
H 16.685 -18.324 -18.910  0.330
C 29.470 -16.680 -19.236  -0.825
N 26.771 -24.283 -12.364  -0.433
C 22.651 -19.112 -16.616  -0.374
H 18.764 -16.850 -18.281  0.272
H 29.892 -16.585 -20.233  0.347
H 21.584 -24.424 -23.754  0.308
C 27.805 -15.760 -17.537  -0.327
H 30.306 -16.986 -18.598  0.345
H 26.058 -21.338 -19.063  0.303
N 19.593 -22.300 -20.458  -0.479
H 28.322 -14.810 -19.433  0.376
C 26.420 -19.020 -23.506  -0.621
H 29.557 -14.797 -18.238  0.312
H 26.357 -18.154 -24.172  0.323
C 17.887 -17.018 -17.650  -0.273
H 21.179 -20.584 -15.983  0.668
H 26.326 -22.967 -17.260  0.403
H 23.393 -24.024 -22.037  0.385
C 26.618 -16.469 -18.015  0.112
C 23.803 -16.890 -13.133  0.282
H 24.191 -22.403 -14.060  -0.023
N 25.697 -17.037 -18.389  -0.540
H 26.532 -16.325 -13.927  0.277
H 26.798 -18.357 -15.334  0.249
H 26.046 -21.741 -16.020  0.339
H 27.480 -14.816 -17.101  0.360
H 25.974 -20.024 -17.900  -0.395
H 22.896 -18.556 -15.727  0.435
H 24.814 -22.106 -17.290  0.088
H 18.676 -19.652 -19.027  0.300
C 22.329 -24.029 -21.788  -0.619



Here is a structure of composition C32H55BaBrS3Si3 at a distorted geometry from the Open Molecules 2025 dataset. Energies are from the ωB97M-V functional and the def2-TZVPD basis.

The calculation puts the HOMO-LUMO gap at 4.7 eV. As for the net charge: -2. The calculation puts the LUMO energy at 0.1370 Eh.

Each line ends with the Mulliken charge.
Positions of all 95 atoms, in Å:
S 0.615 4.242 4.343  -0.453
C 5.057 2.479 -2.320  -1.754
H 1.478 4.150 -4.204  0.240
H 4.601 -1.523 2.603  0.406
C 2.561 0.795 -4.191  -2.215
H 3.713 -0.158 -0.593  0.111
Si 2.159 2.269 -1.723  -0.704
C 1.722 1.962 -3.640  2.871
H 2.399 3.875 0.919  0.253
H 4.804 2.391 -3.395  0.258
C -2.518 -3.644 -1.371  -1.501
Si -3.931 -2.114 2.737  -0.155
H 4.568 3.400 0.020  0.363
H 1.107 5.145 0.582  0.562
H 5.462 1.948 0.304  0.530
C 2.469 -1.798 2.807  0.797
C 0.209 2.893 3.431  -0.194
H 1.764 -1.731 4.805  0.264
H -1.364 -2.168 4.610  0.073
H -0.581 3.688 -1.445  0.252
Ba -1.221 -0.221 1.785  0.532
C -7.413 -2.533 0.474  -0.701
Br 1.033 0.607 -0.695  0.372
H 0.667 3.429 0.666  0.109
H -4.436 -1.255 5.042  0.284
H 3.611 5.029 -1.223  0.300
H 0.583 -4.701 0.016  0.387
H -3.490 -1.393 -3.342  0.398
H 3.616 0.997 -4.171  0.438
H -0.478 2.300 -3.350  0.272
H 0.251 4.444 -2.863  0.347
H 5.299 0.003 -1.298  0.544
H -3.448 0.022 -2.276  0.276
C 1.574 -2.124 3.823  -0.316
Si -2.874 -1.831 -0.772  0.167
H -8.466 -2.696 0.789  0.263
H 3.769 2.069 0.816  0.186
H -1.607 -3.657 -2.005  0.320
H -6.671 -2.582 2.507  0.130
H -3.366 -4.569 2.656  0.254
H -1.261 -3.934 4.541  0.311
H -0.134 -3.013 -0.453  -0.286
H -0.022 5.345 -1.334  0.589
S 1.274 1.461 3.278  -0.266
H -5.117 -0.144 3.905  0.294
C -2.943 -0.938 -2.502  -0.987
H 2.849 -2.123 0.734  0.058
H 3.727 0.053 2.652  0.022
C 0.245 4.359 -1.758  -1.916
H -5.474 -2.009 -2.222  0.183
H 0.050 1.641 -4.915  0.469
H -3.638 -4.059 4.360  0.299
C 1.449 4.131 0.352  -1.666
S -1.408 2.809 2.821  -0.550
H -7.855 -2.329 -1.557  0.412
H 2.330 0.626 -5.247  0.587
C 0.763 -3.590 -0.090  -0.731
C -7.077 -2.328 -0.833  -0.747
H 3.895 -0.132 -2.362  0.328
C 4.062 1.800 -1.385  2.640
C -3.983 -3.982 3.336  -1.372
H 2.773 5.232 -2.758  0.194
H -5.001 -4.431 3.302  0.497
H -0.218 -2.969 5.680  0.408
C -6.436 -2.436 1.459  -0.393
C 0.149 -3.269 2.279  -0.249
H -3.328 -4.151 -1.851  0.564
C 2.607 5.134 -1.655  -1.621
C 2.124 3.259 -4.404  -1.863
H 2.325 -0.148 -3.697  0.297
C -5.105 -2.163 1.189  0.324
C -4.712 -2.041 -0.186  0.605
H 2.078 3.080 -5.496  0.516
H -1.901 -0.733 -2.786  -0.217
H 5.096 3.550 -2.071  0.316
H 3.915 -0.928 4.104  0.384
C 2.181 -2.333 1.550  0.163
C 4.237 0.277 -1.414  -1.950
C 0.244 1.670 -3.838  -2.047
C -4.964 -1.204 4.105  -1.325
H -5.958 -1.668 4.329  0.320
C 4.473 2.315 0.020  -1.999
C 1.628 4.028 -1.187  2.397
C 1.055 -3.055 1.274  0.107
H -2.246 -4.271 -0.511  0.241
H 3.150 3.528 -4.186  0.336
H 2.288 6.091 -1.246  0.532
H -0.763 -3.853 2.137  0.023
C -5.711 -2.115 -1.162  -0.115
H -0.007 0.687 -3.471  0.374
H 1.589 -3.389 -0.777  0.304
C 0.390 -2.841 3.593  0.410
C 3.719 -1.000 3.049  -1.403
C -0.661 -2.987 4.658  -0.963
H 6.031 2.055 -2.206  0.595



Here is a structure of composition C32H55Br6Cl9F9FeNO12S3 at a distorted geometry from the Open Molecules 2025 dataset. Energies are from the ωB97M-V functional and the def2-TZVPD basis.

The calculation puts the HOMO-LUMO gap (alpha / beta) at 3.0 / 8.1 eV. As for the net charge: -1. The spin multiplicity is 6. The calculation puts the LUMO energy (alpha / beta) at 0.0686 / 0.0679 Eh.

Each line ends with the Löwdin spin population.
Positions of all 128 atoms, in Å:
O -6.248 -13.563 1.341  0.036
Fe -4.689 -13.623 2.708  3.708
C -2.910 -15.188 -3.692  0.003
H -3.743 -15.086 -2.997  0.001
F -2.816 -10.040 2.704  0.004
Br 0.423 -13.585 -4.474  0.000
F -0.356 -13.553 1.185  0.002
C -4.393 -6.862 -1.432  0.000
H 1.317 -11.714 -0.232  0.000
H -3.854 -14.449 -5.619  0.000
H -8.899 -12.716 1.998  0.000
H -2.154 -14.332 -5.558  0.000
H -0.283 -12.631 -2.148  0.000
S -2.836 -13.978 0.247  0.303
O -3.196 -13.640 4.201  0.028
H 2.287 -13.856 0.158  0.001
Cl 1.524 -18.492 -0.842  0.002
C -5.194 -16.643 2.786  0.005
H -8.130 -17.186 4.098  0.000
C -6.915 -12.295 1.218  0.003
H -0.177 -10.609 -3.656  0.000
Cl -6.272 -12.208 -2.513  0.000
C 4.208 -12.408 -1.224  0.000
C -5.281 -10.342 5.762  0.003
O -3.864 -14.992 0.489  0.032
O -1.748 -11.423 -0.093  0.009
H -4.165 -16.961 2.958  0.000
C -3.037 -14.250 -4.925  0.000
H 2.529 -9.087 -0.310  0.000
O -5.508 -12.380 3.881  0.054
F -1.464 -14.976 2.238  0.016
C -1.958 -14.479 5.997  0.001
H -0.296 -8.612 2.021  0.000
C 0.546 -12.451 -2.833  0.000
C -8.355 -12.593 1.062  0.001
H 2.735 -13.016 1.624  0.000
H 0.118 -9.302 -0.301  0.000
C -3.383 -9.865 1.487  0.029
H -4.187 -14.400 5.842  0.000
H -0.503 -14.232 4.389  0.001
O 1.715 -7.852 1.838  0.000
C 2.884 -13.031 0.545  0.000
C -7.017 -11.202 -3.708  0.000
O -2.622 -13.704 -1.151  0.082
H 0.880 -10.394 -2.171  0.000
H -2.135 -13.830 6.855  0.000
C -7.181 -8.252 2.792  0.000
H -1.578 -15.385 6.470  0.000
H -6.362 -15.798 5.213  0.000
S -3.140 -11.447 0.381  0.067
C -1.056 -13.626 5.107  0.002
H -5.366 -16.551 1.714  0.000
S -6.316 -11.790 4.962  0.012
Cl -5.738 -6.296 -2.453  0.000
Cl -3.387 -8.098 -2.253  0.000
Cl -6.023 -9.675 -3.778  0.000
C 0.494 -8.306 -0.069  0.000
H -8.755 -7.251 1.686  0.000
F -6.063 -9.537 6.516  0.001
C -7.317 -16.739 3.526  0.001
Cl 1.248 -18.712 -3.834  0.000
H 1.403 -12.749 -2.230  0.000
C -3.307 -14.611 5.234  0.002
Cl -6.979 -12.068 -5.267  0.000
H -2.354 -11.917 5.058  0.000
H 4.942 -12.378 0.792  0.000
C 0.491 -18.250 -2.280  0.000
H -0.260 -7.068 1.407  0.000
H -8.434 -13.677 -0.771  0.000
H -1.841 -12.261 3.517  0.000
C 2.000 -8.134 -0.312  0.000
H -9.029 -11.886 0.578  0.000
C -2.087 -12.778 4.445  0.003
Br 2.281 -10.460 -4.341  0.000
H 4.810 -14.031 0.082  0.000
Br -7.591 -8.744 0.080  0.000
H 3.486 -7.271 1.073  0.000
O -5.464 -15.364 3.351  0.035
O -7.497 -11.154 4.458  0.004
H -6.741 -11.577 2.020  0.001
Br -2.744 -17.083 -4.243  0.002
O -6.619 -12.805 5.965  0.002
O 3.200 -11.406 -1.108  0.000
H -2.029 -14.934 -3.102  0.001
F -4.721 -9.818 1.726  0.008
Br -5.678 -6.974 2.338  0.000
H -6.543 -11.754 0.348  0.001
C -1.223 -14.602 1.020  0.156
H -6.533 -18.367 2.547  0.000
H -9.102 -14.630 0.590  0.000
C -8.300 -8.231 1.826  0.000
C 4.351 -13.046 0.165  0.000
C -6.611 -15.577 4.175  0.005
C 0.337 -7.981 1.397  0.000
F -4.304 -11.000 6.450  0.000
H -8.048 -10.925 -3.487  0.000
C -6.228 -17.640 3.300  0.001
C -6.928 -14.462 0.453  0.005
C 2.365 -11.688 0.066  0.000
C -8.327 -13.928 0.284  0.001
H -6.865 -15.468 0.866  0.000
H -0.128 -7.725 -0.751  0.000
H -7.483 -7.912 3.783  0.000
O -4.149 -11.272 -0.660  0.018
H 5.190 -12.025 -1.501  0.000
F -4.714 -9.597 4.836  0.000
H -6.767 -9.230 3.040  0.000
H 2.143 -6.226 0.829  0.000
H -0.436 -12.977 5.725  0.000
C 2.431 -7.277 0.798  0.000
F -2.873 -8.806 0.914  0.008
H -4.816 -7.414 -0.592  0.000
H -0.481 -18.742 -2.258  0.000
H -3.174 -15.569 4.731  0.000
H 3.789 -13.101 -1.954  0.000
H 2.508 -10.885 0.790  0.000
Br -3.347 -12.385 -4.371  0.001
Cl 0.035 -16.526 -2.365  0.002
F -0.656 -15.538 0.298  0.051
C 0.726 -10.906 -3.121  0.000
Cl -3.414 -5.432 -0.902  0.000
N -3.492 -12.721 1.313  0.279
H -6.407 -14.563 -0.499  0.000
H -5.835 -18.129 4.192  0.000
H -7.804 -16.377 2.620  0.000
H 2.114 -7.678 -1.295  0.000
H -9.055 -8.944 2.158  0.000
H -7.227 -14.678 4.146  0.000



Here is a structure of composition C32H56AuN2O3P2 at a distorted geometry from the Open Molecules 2025 dataset. Energies are from the ωB97M-V functional and the def2-TZVPD basis.

Its energy relative to the best compared isomer or geometry (same formula, charge and spin) is 0.0 kcal per mole. The calculation puts the HOMO-LUMO gap (alpha / beta) at 6.2 / 4.5 eV. As for the net charge: +1. The spin multiplicity is 3. The calculation puts the LUMO energy (alpha / beta) at -0.1430 / -0.2062 Eh.

Each line ends with the Löwdin spin population.
Positions of all 96 atoms, in Å:
H 2.321 -4.285 -1.994  0.000
C -3.376 -1.338 -1.324  0.043
H 1.865 0.378 6.475  0.000
H -3.489 4.102 -0.347  0.020
H -3.584 -1.112 2.276  0.022
C 1.509 0.555 -3.857  0.001
C -1.052 -0.961 -5.247  0.001
C 2.687 -1.637 4.976  0.000
C 2.222 0.142 -5.122  0.000
C 0.799 -0.207 4.024  0.001
C 1.174 -0.480 6.554  0.000
C 2.677 -0.633 2.685  0.000
H -0.772 -0.775 7.468  0.000
C -1.105 -2.345 5.319  0.000
H 0.806 -3.200 5.847  0.000
P 0.701 -2.506 -1.736  0.000
H -0.183 -4.721 -2.183  0.000
H 1.365 1.855 2.052  0.000
H 3.749 1.254 0.755  0.000
H -2.125 3.840 -1.445  0.005
O 3.345 -2.210 5.833  0.000
H -1.432 -1.355 4.983  0.000
H -3.479 0.617 -3.230  -0.001
H -2.819 -1.483 -2.264  0.011
C 1.223 -1.191 5.173  0.001
H -1.489 0.506 -6.776  0.000
H 0.995 4.675 -0.876  0.000
C -0.613 -3.730 -1.968  0.000
H -2.360 -1.968 1.329  0.003
H 1.611 -1.166 7.298  0.000
H -3.207 -2.213 -0.686  0.000
H 4.124 1.904 -0.873  0.000
C 0.389 -2.497 5.104  0.000
C -2.511 3.609 -0.445  0.046
H -1.641 -3.108 4.747  0.000
H -1.368 1.582 2.821  0.018
H 4.190 3.009 0.523  0.000
H -4.448 -1.322 -1.583  0.016
H 0.244 3.100 1.421  0.000
C 1.400 -0.781 -6.056  0.000
H -1.882 -1.666 -5.175  0.000
O -0.292 0.399 4.175  0.008
C -3.279 1.522 -2.643  0.042
Au 0.009 -0.923 -3.351  0.001
H 0.320 1.693 -5.969  0.000
O 3.322 -0.578 1.632  0.000
C -2.606 2.144 -0.245  0.328
H 2.120 0.761 -2.974  0.000
H -0.695 0.500 6.208  0.000
H -2.422 0.668 -5.317  0.000
H 0.009 0.777 7.822  0.000
H 2.088 -1.537 -6.467  0.000
H -1.362 -2.468 6.376  0.000
C 2.319 -3.198 -2.178  0.000
H 0.002 1.847 -3.034  0.000
H 1.587 -1.338 0.204  0.000
H -2.473 2.080 -3.144  0.011
C -2.240 2.040 2.321  0.055
H -1.243 -3.769 -1.063  0.000
C -0.165 0.029 7.042  0.000
C -2.930 1.196 -1.244  0.303
H 2.283 4.130 -1.981  0.000
H -2.095 3.126 2.262  -0.001
H 1.890 3.589 1.940  0.000
H -1.838 4.056 0.294  0.004
H -3.098 1.862 2.991  0.020
C 0.247 -1.524 -5.430  0.000
H 0.540 -2.722 0.669  0.000
H -1.218 -3.388 -2.825  0.000
C 0.665 -1.884 -0.047  0.002
H -0.997 2.462 -5.079  0.000
C 1.298 2.794 1.467  0.000
H -1.869 -0.748 2.535  0.007
C -0.437 1.521 -5.188  0.001
H 3.124 -0.411 -4.825  0.000
H -0.189 -1.198 0.073  0.002
N 3.219 -1.386 3.731  0.000
H 1.057 -0.206 -6.928  0.000
H 0.574 -2.951 4.113  0.000
H -4.183 2.152 -2.694  0.015
C -2.614 -0.995 1.767  0.049
H 3.106 -2.707 -1.580  0.000
C -2.470 1.453 0.988  0.323
H 0.297 -2.623 -5.465  0.000
N 1.495 -0.018 2.907  0.000
H 2.713 4.818 -0.382  0.000
C -1.409 0.435 -5.679  0.000
C 0.224 1.186 -3.877  0.000
P 1.901 2.500 -0.236  0.002
H 2.570 1.015 -5.704  0.000
H 4.149 -1.733 3.536  0.000
C -2.969 -0.090 -0.641  0.308
C 3.667 2.140 0.097  0.000
H 2.511 -3.008 -3.248  0.000
C 1.986 4.203 -0.925  0.000
C -2.661 0.065 0.739  0.330